(1)
13
Properties=species:S:1:pos:R:3:forces:R:3 method="wB97M-V/def2-TZVPD" orbital_gap_ev="8.49 / 6.50" e_homo_ev="-10.156 / -8.928" e_above_lowest_kj_mol=37.4 spin_multiplicity=1 total_charge=0 largest_force_ev_per_a=4.831
C 2.429 0.047 -0.205 -2.2488 -0.5612 -4.2387
N -0.391 1.828 -0.594 0.7198 -3.5295 0.9073
N 2.174 -0.698 0.872 0.9414 1.1572 2.9083
N 0.556 1.072 -0.047 -1.6071 2.4523 -0.3429
N 3.281 1.144 -0.297 2.3739 -0.0132 -0.2095
F -1.251 0.949 -1.645 0.9656 1.2547 0.5113
F 1.572 -1.823 0.550 0.1775 -1.0180 -0.0387
F 3.305 -0.999 1.763 -0.6213 -0.0559 -1.2959
F 2.316 -0.622 -1.411 0.7825 1.1471 1.7086
F -0.095 0.097 0.650 -0.6196 -0.2201 0.2123
F 3.023 2.202 0.523 -0.6061 -0.6490 -0.3683
F 3.275 1.620 -1.604 -0.6244 -0.1188 1.1580
H 0.005 2.617 -1.073 0.3667 0.1544 -0.9118

---

(2)
84
Properties=species:S:1:pos:R:3:forces:R:3 method="wB97M-V/def2-TZVPD" orbital_gap_ev="6.13 / 6.31" e_homo_ev="-8.159 / -10.948" spin_multiplicity=5 total_charge=+1 largest_force_ev_per_a=0.927
Ir -0.089 -0.914 -0.124 -0.0114 -0.0833 0.0280
C -3.373 -2.995 -0.413 -0.0319 0.0425 0.0294
C -3.565 -1.580 0.143 -0.2476 -0.0457 -0.1706
C -3.476 -1.594 1.665 0.0836 0.0437 0.1286
P -2.365 -0.444 -0.637 0.6597 0.1125 0.0887
C -2.797 -0.388 -2.417 -0.1010 -0.0834 -0.1600
C -4.263 -0.067 -2.694 -0.0708 0.0266 -0.0037
C -1.870 0.556 -3.179 0.0115 0.0524 -0.0011
C -2.690 1.212 0.028 -0.3601 -0.0010 0.0837
C -3.888 1.648 0.585 0.0098 -0.0558 -0.0513
C -3.981 2.903 1.168 0.0083 -0.0046 -0.0115
C -2.871 3.740 1.196 0.0776 0.0205 -0.0161
C -1.674 3.339 0.627 -0.1430 0.0976 0.0550
C -1.587 2.078 0.032 0.4448 -0.2988 -0.1470
N -0.400 1.541 -0.476 -0.2213 0.8887 -0.1406
C 0.392 2.258 -1.311 -0.1307 -0.3092 0.2026
C -0.022 3.457 -1.942 0.0959 0.0676 -0.0765
C 0.784 4.069 -2.876 -0.0503 -0.0441 0.0540
C 2.012 3.507 -3.212 0.0131 0.0252 -0.0194
C 2.425 2.322 -2.614 0.0823 -0.0943 0.0303
C 1.644 1.676 -1.669 0.1160 0.0946 -0.1405
P 2.055 0.088 -0.875 -0.7567 0.2574 0.2279
C 2.734 -1.047 -2.131 0.1742 -0.1547 -0.0890
C 1.670 -1.344 -3.185 -0.0327 0.0142 -0.1105
C 4.080 -0.701 -2.761 0.0750 -0.0075 -0.0932
C 3.425 0.418 0.324 0.3077 -0.1309 -0.1414
C 2.984 0.239 1.770 -0.0583 0.0633 0.0885
C 4.120 1.761 0.124 0.0094 0.1117 -0.0032
H -4.139 -3.644 0.012 0.0294 -0.0454 -0.0068
H -2.394 -3.393 -0.139 0.0256 0.0175 0.0302
H -3.464 -3.047 -1.497 -0.0212 0.0367 -0.0525
H -4.555 -1.217 -0.156 -0.0281 -0.0817 0.0600
H -2.461 -1.810 2.005 -0.0447 -0.0465 -0.0688
H -4.125 -2.379 2.053 -0.0396 0.0153 0.0115
H -3.785 -0.650 2.114 0.0337 0.0219 -0.0041
H -2.578 -1.407 -2.753 -0.0260 -0.0091 -0.0325
H -4.552 0.890 -2.253 0.0369 0.0193 0.0131
H -4.942 -0.832 -2.319 0.0155 -0.0275 0.0225
H -4.425 0.013 -3.770 0.0023 -0.0214 -0.0088
H -2.048 1.598 -2.904 -0.0273 -0.0008 0.0253
H -2.060 0.463 -4.249 0.0043 0.0018 -0.0094
H -0.819 0.330 -2.995 -0.0162 -0.0078 -0.0032
H -4.755 0.998 0.579 -0.0098 0.0043 0.0019
H -4.914 3.226 1.610 -0.0165 0.0094 0.0012
H -2.937 4.711 1.667 -0.0090 0.0066 0.0132
H -0.802 3.977 0.670 0.0240 0.0026 -0.0051
H -0.997 3.869 -1.726 -0.0251 -0.0013 0.0236
H 0.452 4.978 -3.357 -0.0019 0.0090 -0.0143
H 2.646 3.984 -3.947 0.0032 0.0182 -0.0046
H 3.384 1.910 -2.895 -0.0383 0.0188 0.0088
H 2.862 -1.951 -1.521 0.0273 0.0376 -0.0177
H 1.506 -0.479 -3.833 0.0105 0.0127 0.0123
H 0.710 -1.606 -2.728 0.0174 -0.0160 0.0304
H 1.982 -2.177 -3.818 0.0361 0.0055 0.0001
H 3.984 0.076 -3.520 -0.0253 -0.0157 0.0069
H 4.484 -1.580 -3.267 -0.0125 -0.0186 0.0168
H 4.823 -0.380 -2.031 -0.0056 0.0077 0.0237
H 4.151 -0.372 0.093 -0.0526 -0.0209 0.0415
H 2.271 1.013 2.061 -0.0360 0.0239 0.0044
H 3.853 0.322 2.426 -0.0120 0.0099 0.0099
H 2.518 -0.729 1.939 0.0166 -0.0604 -0.0283
H 3.434 2.593 0.302 -0.0130 -0.0160 0.0185
H 4.526 1.885 -0.880 0.0211 -0.0445 0.0117
H 4.944 1.856 0.832 0.0079 -0.0194 0.0057
C -0.541 0.458 4.183 -0.0069 0.0115 -0.0829
C -0.113 -0.673 4.860 -0.0084 -0.0174 0.0552
C 0.260 -1.791 4.140 -0.0579 0.0775 0.0086
C 0.192 -1.769 2.750 0.1111 -0.2141 -0.1002
N -0.209 -0.659 2.103 0.1760 0.0277 0.1159
C -0.563 0.421 2.802 -0.0003 -0.0564 0.0468
C 0.587 -2.919 1.893 -0.0545 0.3131 0.2306
C 0.788 -4.184 2.436 0.0677 -0.0728 -0.0881
C 1.162 -5.235 1.613 -0.0113 0.0070 0.0160
C 1.336 -5.022 0.251 0.0028 0.0009 0.0067
C 1.125 -3.762 -0.287 0.0001 0.0806 0.1020
C 0.734 -2.673 0.512 -0.0123 -0.6004 -0.0660
H -0.842 1.355 4.704 0.0012 0.0101 0.0138
H -0.066 -0.682 5.941 0.0062 0.0026 0.0084
H 0.619 -2.671 4.652 -0.0098 -0.0107 -0.0016
H -0.874 1.282 2.229 -0.0110 0.0322 -0.0085
H 0.641 -4.373 3.491 -0.0087 0.0060 0.0129
H 1.309 -6.221 2.032 0.0084 -0.0141 0.0073
H 1.619 -5.849 -0.387 0.0172 0.0056 -0.0291
H 1.243 -3.624 -1.356 -0.0138 -0.0199 -0.0257

---

(3)
174
Properties=species:S:1:pos:R:3:forces:R:3 method="wB97M-V/def2-TZVPD" orbital_gap_ev="6.88 / 2.55" e_homo_ev="-9.479 / -9.479" e_above_lowest_kj_mol=465.6 spin_multiplicity=2 total_charge=+1 largest_force_ev_per_a=12.385
C 9.617 -27.071 14.563 -0.6661 -0.4930 1.3200
C 9.562 -28.083 15.816 0.2839 1.8659 -0.7195
C 9.249 -27.288 17.100 -0.1050 1.0409 -1.3215
C 7.788 -26.835 17.152 2.2208 0.0975 1.6471
C 6.925 -28.043 17.172 -1.7792 0.1417 -1.8165
C 7.096 -28.934 15.861 -0.0784 0.6991 0.6520
N 8.576 -29.144 15.587 -1.2475 1.7214 4.0395
O 8.775 -29.761 14.424 0.4236 -1.3516 -2.6017
C 6.554 -30.378 16.158 0.3346 1.1628 -1.6154
C 6.376 -28.136 14.674 1.6987 -0.3595 -0.3171
C 10.973 -28.645 16.001 -0.3776 -1.4341 -0.2553
H 9.525 -27.578 13.603 0.4114 -0.2140 0.1775
H 10.527 -26.475 14.634 -0.0238 -0.0323 -0.2016
H 8.751 -26.411 14.610 0.1178 0.2399 0.0418
H 9.606 -27.776 18.007 -0.2579 -0.4001 -0.0856
H 9.893 -26.412 17.022 0.0698 0.1129 -0.0829
H 7.574 -26.099 16.377 -0.1266 -0.4751 -0.3135
H 7.641 -26.268 18.071 -0.0728 0.0722 0.2540
H 5.983 -27.499 17.113 -0.9987 -0.7184 -0.5074
H 6.757 -28.574 18.109 1.1029 -0.3392 0.1534
H 7.306 -30.893 16.757 -0.4370 0.1354 0.4507
H 5.527 -30.348 16.523 0.1406 -0.1028 0.4367
H 6.524 -30.915 15.210 -0.0811 -0.0949 -0.0857
H 6.827 -28.439 13.729 -0.4908 -0.9654 -0.1816
H 5.290 -28.090 14.582 0.0459 -0.4980 0.3929
H 6.743 -27.114 14.572 -0.1869 0.3627 1.0012
H 10.890 -29.572 16.568 -0.1035 -0.3635 -0.4145
H 11.704 -28.135 16.629 -0.2901 0.9690 -0.3626
H 11.381 -28.834 15.007 0.4140 -0.2094 0.2108
H 9.335 -30.504 14.660 0.0565 -0.3578 -0.3170
C 8.929 -32.331 20.977 -0.3653 0.9618 -2.0960
C 8.027 -30.993 20.827 -0.1179 -2.5003 3.6296
C 7.362 -30.834 22.272 0.9033 0.6947 1.6493
C 8.377 -30.370 23.380 0.5347 0.7857 -1.4822
C 9.003 -29.060 22.841 -0.2484 -0.7081 0.2614
C 9.775 -29.222 21.503 -0.1750 0.5858 0.7352
N 8.780 -29.799 20.533 -1.1116 0.1747 3.1569
O 9.299 -29.849 19.282 0.5052 0.3906 -1.8658
C 10.065 -27.755 21.045 -0.5417 -0.4888 0.0203
C 11.080 -30.034 21.738 -0.2380 0.2429 0.0686
C 6.790 -31.320 19.948 0.3465 1.0822 -0.6680
H 9.659 -32.302 20.168 0.0216 -0.0324 -0.4277
H 8.260 -33.150 20.713 0.2628 -0.3312 0.5842
H 9.604 -32.512 21.814 -0.9057 0.2021 0.5199
H 6.548 -30.108 22.274 -0.0868 0.2599 -0.3936
H 6.936 -31.731 22.720 -0.1125 -0.5596 -0.9386
H 9.081 -31.181 23.567 0.3241 0.1509 -0.2482
H 8.054 -30.092 24.383 -1.0404 -0.3822 -0.1353
H 9.524 -28.539 23.644 0.8614 -0.1782 -0.2529
H 8.160 -28.385 22.697 -0.1902 0.0507 -0.4609
H 10.516 -27.629 20.061 0.3484 -0.4873 -0.0180
H 9.119 -27.215 21.003 -0.0710 -0.0369 0.0270
H 10.666 -27.192 21.760 0.1370 -0.2962 0.0854
H 11.673 -29.571 22.527 -0.1154 0.3958 0.0788
H 10.884 -31.035 22.122 -0.0335 0.0047 -0.3285
H 11.742 -30.069 20.873 -0.2604 -0.1901 -0.2061
H 6.951 -31.434 18.876 0.5126 -0.4008 0.0712
H 6.101 -30.476 19.965 -0.0314 0.2826 0.3084
H 6.222 -32.169 20.328 0.3772 -0.1049 0.0837
H 8.921 -28.997 19.051 0.3798 -0.0848 -1.5669
C 8.718 -30.290 27.523 0.1190 -0.3619 0.3566
C 9.782 -31.013 28.388 0.3016 -0.2256 1.3132
C 9.576 -32.561 28.632 -0.1171 2.1175 -0.1219
C 10.066 -33.415 27.536 -1.0296 -0.8066 -1.2676
C 11.484 -33.089 27.198 0.1930 1.5565 0.0003
C 11.747 -31.525 26.874 1.1121 -1.5809 0.4996
N 11.136 -30.732 27.933 1.0070 -1.3540 0.7712
O 11.402 -29.352 27.894 -0.4682 0.2982 -1.1420
C 13.353 -31.371 26.931 -1.7806 0.6728 -0.8292
C 11.102 -31.254 25.490 0.3659 0.5221 0.2398
C 9.747 -30.506 29.840 -1.1927 1.6671 -0.0914
H 9.067 -29.336 27.126 0.4478 -0.1273 -0.0105
H 7.856 -30.002 28.124 -0.2751 -0.4604 -0.0478
H 8.454 -30.934 26.684 -0.4025 0.1087 0.0381
H 10.133 -32.711 29.557 -0.0454 -0.5410 -0.0338
H 8.509 -32.663 28.832 -0.0066 -0.2612 0.0961
H 9.434 -33.335 26.652 -0.2618 0.3502 -0.1941
H 9.915 -34.463 27.796 0.4386 -0.2118 0.1464
H 11.811 -33.588 26.286 0.2789 -0.3923 0.3228
H 11.996 -33.393 28.111 0.9257 0.1473 -0.3561
H 13.575 -30.320 26.749 0.1687 0.0639 -0.1075
H 13.846 -31.647 27.863 -0.5519 -0.1997 0.1359
H 13.786 -31.958 26.121 0.0100 -0.0605 -0.0296
H 11.116 -30.197 25.226 -0.0346 0.2480 0.2678
H 11.571 -31.736 24.632 0.1091 -0.4202 0.2640
H 10.058 -31.560 25.553 0.1267 -0.0463 -0.2083
H 8.824 -30.777 30.353 -0.2076 -0.2607 -0.1672
H 9.679 -29.422 29.748 0.2869 0.2608 0.4772
H 10.551 -30.774 30.526 0.3072 -0.1732 -0.5852
H 12.023 -29.132 28.592 0.1447 -0.4914 0.2704
C 12.685 -23.477 24.903 -1.1380 -0.4559 -0.0804
C 12.831 -25.019 24.849 0.1531 -0.5669 0.0933
C 14.301 -25.267 24.294 -1.3288 -0.3218 -1.5983
C 15.427 -24.963 25.224 -0.4056 -0.2700 1.4424
C 15.162 -25.756 26.524 0.4127 0.9111 -0.9347
C 13.722 -25.592 27.188 2.6122 -1.6632 0.4855
N 12.672 -25.724 26.165 3.6811 -0.8610 -1.0328
O 11.457 -25.571 26.719 -2.3091 1.1045 1.0048
C 13.798 -26.946 28.087 -0.8481 0.5378 -1.4506
C 13.696 -24.316 28.060 -0.0432 0.7636 0.2628
C 11.683 -25.675 23.930 2.2566 0.6866 1.0464
H 13.536 -22.953 25.338 -0.0228 -0.1361 -0.1492
H 11.780 -23.183 25.434 0.0115 -0.0925 0.3723
H 12.477 -23.139 23.888 0.4650 0.1793 -0.1554
H 14.392 -26.242 23.814 -0.0949 -0.7853 0.8563
H 14.438 -24.719 23.362 -0.4045 0.8956 0.0298
H 15.506 -23.898 25.440 -0.1085 0.1398 -0.0362
H 16.402 -25.268 24.845 -0.0858 -0.0274 -0.2657
H 15.982 -25.500 27.194 -0.4277 0.2273 0.6563
H 15.417 -26.786 26.276 -0.6621 -0.2086 -0.0777
H 12.787 -27.285 28.316 0.0467 0.3372 0.8690
H 14.176 -27.754 27.461 -0.1272 0.1056 -0.3550
H 14.532 -26.932 28.892 -0.5485 0.5607 0.3975
H 13.145 -23.470 27.649 -0.3845 -0.3345 -0.3444
H 13.329 -24.418 29.081 -0.3156 -0.5081 -0.1005
H 14.677 -23.866 28.212 0.3947 -0.4119 -0.2007
H 11.876 -26.741 23.814 0.1843 -0.0701 0.1190
H 11.819 -25.209 22.954 -0.8324 0.1106 -0.0570
H 10.745 -25.572 24.475 -0.1230 0.4175 -0.6715
H 11.125 -26.447 26.926 0.0043 -0.3091 -0.1286
C 1.032 -26.749 18.642 -0.5394 0.0425 0.8636
C 1.959 -27.849 19.308 1.3216 1.5027 -1.9032
C 3.365 -27.254 19.358 2.1220 -0.1382 1.4258
C 4.379 -27.864 20.514 -2.4353 1.9785 -1.0787
C 3.584 -27.961 21.878 1.6724 0.0729 -2.6872
C 2.353 -28.795 21.737 -0.5138 -1.5811 2.8253
N 1.489 -28.270 20.634 0.6834 -1.6601 -0.6253
O 0.247 -28.848 20.534 1.0203 0.6050 0.8147
C 2.570 -30.360 21.573 0.1429 -0.3357 -1.2578
C 1.717 -28.600 23.179 -1.5119 -0.3329 -0.8851
C 2.013 -29.095 18.364 -0.2681 -0.9917 0.0263
H 1.241 -25.739 18.994 0.3315 -0.1648 0.4713
H -0.027 -26.893 18.860 -0.0657 -0.3361 -0.1745
H 1.120 -26.635 17.561 0.3189 -0.7687 0.0308
H 3.825 -27.380 18.378 -0.0054 -0.5669 -0.0137
H 3.411 -26.166 19.397 -0.6205 0.0790 0.7005
H 5.131 -27.087 20.647 0.3214 -0.3809 -0.1970
H 4.784 -28.757 20.037 0.1367 -0.2228 0.9263
H 3.181 -27.008 22.219 0.6812 0.4733 -0.4404
H 4.294 -28.284 22.639 -0.4930 -0.4536 0.1830
H 3.163 -30.907 22.306 0.4611 1.1646 0.5932
H 1.705 -31.023 21.577 -0.7153 0.7867 -0.2425
H 3.082 -30.561 20.632 -0.0118 0.1090 -0.0863
H 2.110 -29.351 23.865 0.2823 0.2167 -0.1896
H 1.846 -27.592 23.575 0.2289 -0.1163 -0.0988
H 0.642 -28.779 23.155 -0.1235 -0.1311 -0.0027
H 2.730 -29.887 18.582 -0.3445 -0.2315 1.4983
H 2.489 -28.986 17.390 -0.7494 1.5777 -0.3376
H 0.996 -29.479 18.279 0.2604 -0.2968 -0.2492
H -0.255 -28.080 20.817 -1.4416 0.1315 0.0890
C 9.652 -24.359 20.062 -4.0716 -0.6978 6.6472
O 8.951 -24.896 20.874 -2.9510 -1.3995 2.7319
N 10.053 -24.957 19.086 4.4744 -6.2907 -9.6850
N 10.058 -23.185 20.186 2.5849 6.7845 0.3697
H 10.966 -24.718 18.727 -0.1803 -0.0117 -0.4092
H 9.911 -25.956 19.044 -0.2885 0.3227 0.1315
H 10.767 -23.004 19.490 0.0970 1.4572 0.7835
H 9.993 -22.763 21.101 0.2612 0.2375 -0.4363
C 13.966 -34.299 23.083 -2.3153 -3.6267 -0.6827
O 13.858 -35.513 22.939 0.1557 -0.0059 0.3281
N 12.957 -33.480 23.140 -5.3612 2.1081 0.0468
N 15.036 -33.634 23.195 6.3407 1.7360 0.4977
H 13.022 -32.474 23.201 0.1489 -0.4107 0.0774
H 12.023 -33.860 23.195 0.2539 0.0158 -0.2279
H 15.864 -34.200 23.307 0.2599 0.6701 -0.2685
H 15.037 -32.627 23.118 0.5333 -0.4885 0.1964
C 12.228 -32.275 17.545 2.8398 -1.6398 0.0311
O 13.428 -32.168 17.419 1.7425 -0.3769 -0.5759
N 11.568 -31.287 18.030 -2.6136 3.8931 1.5652
N 11.559 -33.402 17.357 -1.6347 -1.8098 -0.6720
H 12.175 -30.532 18.314 -0.4956 0.0810 -0.0634
H 10.602 -31.294 18.323 0.2708 0.1092 0.0676
H 10.566 -33.308 17.200 0.2369 -0.7155 0.1041
H 12.060 -34.273 17.254 -0.2813 0.3395 -0.3093